Computed, not measured: a molecular structure, C45H47N2O6P4ReS2, with ωB97M-V/def2-TZVPD.

```
107
Properties=species:S:1:pos:R:3:forces:R:3:mulliken_spin:R:1
Re -0.833 -0.441 1.714 0.30 0.42 -0.79 2.304
C -2.007 -6.745 -1.233 0.20 0.02 0.68 0.000
C -2.202 -5.730 -0.133 -0.01 -0.16 -0.08 0.002
C -3.012 -4.607 -0.344 0.09 -0.26 0.07 -0.003
C -3.204 -3.671 0.653 -0.17 0.01 0.38 0.004
C -2.534 -3.851 1.861 0.46 -0.13 0.34 0.010
C -1.811 -5.013 2.136 -0.39 0.17 -0.53 0.003
C -1.655 -5.952 1.132 -0.19 0.63 -0.18 0.000
S -2.698 -2.744 3.217 0.03 0.18 0.45 0.012
O -2.443 -3.489 4.421 -0.34 -0.05 -0.14 0.003
O -3.918 -2.012 3.051 -0.10 -0.08 0.16 0.020
N -1.401 -1.644 3.216 0.25 -0.04 -1.59 0.112
C -1.459 -0.879 4.435 -0.09 -0.38 1.25 0.035
C -1.600 0.586 4.261 0.31 2.32 -1.70 0.002
O -1.816 1.392 5.124 0.17 -0.72 -0.23 0.027
O -1.400 1.004 2.941 -0.40 -0.90 1.46 0.139
H -2.149 -6.285 -2.202 -0.01 -0.05 -0.27 0.000
H -2.744 -7.534 -1.089 -0.04 -0.13 -0.22 0.000
H -1.011 -7.205 -1.167 -0.28 0.15 -0.13 0.000
H -3.538 -4.496 -1.284 0.06 0.00 -0.05 0.000
H -3.930 -2.870 0.546 0.32 -0.10 -0.06 -0.006
H -1.418 -5.181 3.123 0.13 0.06 0.14 -0.001
H -1.085 -6.831 1.350 0.20 -0.51 -0.09 0.000
H -0.586 -1.080 5.059 -0.15 0.04 0.13 0.011
H -2.332 -1.133 5.012 -0.24 -0.38 0.50 0.002
O 1.358 0.953 0.132 0.10 0.64 -1.21 -0.023
P 1.541 1.734 -1.154 0.27 -1.06 1.11 -0.004
C 0.185 2.872 -1.501 -0.09 -0.02 -0.33 0.002
P -1.444 2.394 -0.851 0.23 -1.41 1.02 -0.011
O -1.274 1.427 0.318 0.18 0.67 -0.94 0.057
C -2.205 3.887 -0.311 -0.18 0.87 0.47 -0.001
C -2.359 4.138 1.050 0.11 -0.52 0.16 -0.004
C -2.905 5.331 1.481 -0.09 0.02 0.00 0.000
C -3.293 6.282 0.564 -0.15 0.17 -0.40 0.000
C -3.156 6.057 -0.798 0.09 -0.25 -0.08 0.000
C -2.601 4.862 -1.224 -0.13 -0.15 -0.70 0.000
C -2.466 1.816 -2.211 0.38 -0.13 -0.41 0.004
C -2.012 1.574 -3.514 0.77 0.47 0.59 0.001
C -2.854 1.105 -4.489 -0.18 0.12 -0.82 0.000
C -4.186 0.850 -4.172 -0.45 -0.26 -0.30 0.001
C -4.668 1.134 -2.905 0.12 -0.11 0.00 -0.001
C -3.806 1.628 -1.937 -0.59 0.16 0.45 0.003
C 1.717 0.652 -2.574 -0.06 0.25 0.14 -0.003
C 0.632 -0.134 -2.938 -0.13 0.11 0.01 0.010
C 0.720 -0.980 -4.019 0.25 -0.26 -0.40 0.003
C 1.922 -1.077 -4.727 -0.18 -0.03 0.05 0.000
C 3.010 -0.297 -4.375 0.03 -0.11 0.37 0.000
C 2.899 0.564 -3.285 0.63 0.08 -0.27 0.000
C 3.001 2.776 -1.052 -0.18 -0.07 0.17 0.000
C 3.332 3.785 -1.951 0.77 0.44 0.40 -0.001
C 4.451 4.590 -1.694 -0.28 -0.39 -0.01 0.000
C 5.215 4.375 -0.541 0.33 0.50 -0.24 0.000
C 4.873 3.371 0.344 -0.08 -0.38 0.25 0.000
C 3.769 2.568 0.088 0.31 0.33 -0.28 0.000
H 0.172 3.128 -2.562 -0.09 0.00 0.01 0.000
H 0.451 3.778 -0.973 0.02 0.37 0.26 0.000
H -2.095 3.375 1.770 0.10 -0.09 0.03 -0.006
H -3.073 5.509 2.527 0.07 -0.02 0.29 0.000
H -3.748 7.196 0.890 -0.12 0.34 0.21 0.000
H -3.515 6.781 -1.521 0.12 -0.04 0.09 0.000
H -2.529 4.647 -2.294 0.01 0.14 0.23 0.000
H -0.978 1.797 -3.760 -0.13 -0.11 -0.10 0.000
H -2.476 1.038 -5.519 -0.28 -0.27 0.52 0.000
H -4.879 0.429 -4.909 0.37 0.29 0.15 0.000
H -5.711 0.969 -2.663 0.08 0.01 0.00 0.000
H -4.201 1.889 -0.958 0.07 -0.13 -0.15 -0.004
H -0.289 -0.077 -2.380 -0.18 -0.03 0.14 -0.009
H -0.142 -1.565 -4.314 0.06 -0.07 0.00 0.000
H 2.016 -1.781 -5.539 -0.09 -0.01 -0.16 0.000
H 3.955 -0.396 -4.902 -0.19 0.09 0.04 0.000
H 3.759 1.155 -2.980 -0.12 -0.03 -0.08 0.000
H 2.751 3.970 -2.839 -0.17 -0.02 -0.20 0.000
H 4.710 5.363 -2.413 0.04 -0.06 0.23 0.000
H 6.096 4.993 -0.316 -0.49 -0.22 -0.27 0.000
H 5.458 3.183 1.243 -0.04 0.15 -0.22 0.000
H 3.498 1.769 0.749 -0.07 -0.17 0.23 0.002
C 0.441 -2.978 -0.873 0.35 0.09 -0.47 0.012
P 0.725 -2.189 0.710 0.84 0.16 -0.07 0.106
C 1.057 -3.614 1.793 0.53 0.57 0.86 0.021
C 2.485 -1.579 0.661 -0.18 0.32 -0.05 -0.030
C 3.424 -1.959 -0.302 -0.67 -0.49 -0.35 -0.006
C 4.763 -1.610 -0.185 0.08 0.20 0.09 0.001
C 5.175 -0.885 0.926 0.22 0.34 -0.03 -0.001
C 4.233 -0.434 1.850 -0.09 -0.11 -0.12 -0.002
C 2.886 -0.750 1.722 -0.63 -0.29 -0.14 -0.032
P 1.526 -0.100 2.809 0.13 -0.01 -0.74 0.116
C 1.908 -0.789 4.437 0.08 -0.09 0.12 0.012
C 1.752 1.673 3.024 0.36 0.31 -0.39 -0.014
H 0.468 -2.249 -1.674 -0.06 0.12 -0.07 -0.001
H -0.523 -3.451 -0.860 -0.60 -0.21 0.07 -0.002
H 1.190 -3.737 -1.086 0.12 -0.10 0.12 0.000
H 2.114 -3.897 1.706 -0.28 0.02 -0.12 -0.004
H 0.427 -4.441 1.554 -0.37 -0.45 -0.16 -0.004
H 0.875 -3.318 2.837 -0.04 -0.18 -0.24 0.001
H 3.109 -2.548 -1.178 0.12 0.30 0.46 0.001
H 5.470 -1.875 -0.976 -0.21 -0.02 0.34 0.000
H 6.224 -0.595 1.053 -0.45 -0.17 -0.09 0.000
H 4.555 0.213 2.644 0.15 0.15 0.36 0.000
H 2.979 -0.696 4.636 -0.10 0.00 -0.03 0.000
H 1.625 -1.839 4.479 0.03 -0.04 0.08 0.002
H 1.360 -0.233 5.194 0.00 0.00 0.10 -0.002
H 2.751 1.931 3.398 -0.21 -0.08 0.01 -0.003
H 0.986 2.022 3.713 -0.01 0.06 0.06 0.001
H 1.596 2.128 2.036 0.00 -0.06 0.44 0.000
S -5.200 0.031 0.704 0.46 -0.45 -0.03 0.084
C -3.678 -0.448 0.683 -1.18 0.76 0.09 0.084
N -2.539 -0.758 0.673 0.77 -0.54 0.32 -0.032
```
Forces are in eV/Å.

Computed properties:
- <S²>: 3.7706
- Max |F|: 2.90 eV/A
- 2S+1: 4
- Total charge: +1
- LUMO energy (alpha / beta): -1.99 / -3.46 eV
- Orbital gap (alpha / beta): 8.5 / 7.2 eV
- DFT total energy: -123647.161 eV
- HOMO (alpha / beta): -10.5 / -10.6 eV

Computed, not measured: a molecular structure, C24H25BF4IrN7OS, with ωB97M-V/def2-TZVPD.

```
64
Properties=species:S:1:pos:R:3:forces:R:3:mulliken_spin:R:1
Ir 0.535 0.048 0.668 0.14 -0.19 0.04 2.229
C -3.137 1.827 2.658 -0.04 -0.01 -0.04 0.001
C -1.838 1.184 2.353 0.21 -0.04 0.09 0.147
N -1.568 0.551 1.212 -0.09 0.06 -0.12 -0.001
N -2.555 0.375 0.391 -0.08 0.02 0.04 0.563
C -2.176 -0.446 -0.719 -0.05 0.20 0.12 -0.055
O -1.091 -1.003 -0.734 0.21 -0.34 -0.15 0.198
C -3.199 -0.612 -1.743 -0.09 0.07 -0.05 0.005
C -2.871 -1.305 -2.912 0.03 0.05 0.05 0.006
C -3.821 -1.465 -3.899 -0.04 0.00 -0.01 0.000
C -5.096 -0.936 -3.727 0.02 0.00 0.00 0.015
C -5.425 -0.242 -2.571 -0.01 -0.01 -0.03 -0.009
C -4.477 -0.075 -1.577 0.02 0.01 0.02 0.022
C -0.736 1.175 3.318 -0.11 -0.01 -0.08 0.148
C -0.835 1.802 4.555 0.08 -0.05 -0.01 0.094
C 0.232 1.712 5.439 -0.04 0.00 -0.06 -0.034
C 1.354 0.998 5.061 0.01 -0.02 -0.02 0.075
C 1.384 0.409 3.800 -0.02 0.03 0.06 -0.031
N 0.369 0.493 2.953 0.06 0.08 0.05 0.096
H -3.859 1.623 1.875 0.00 0.01 0.01 0.007
H -2.996 2.908 2.730 0.00 0.01 0.01 0.017
H -3.525 1.481 3.616 -0.01 -0.01 0.00 0.012
H -1.865 -1.676 -3.040 0.02 0.00 0.01 0.000
H -3.570 -1.987 -4.811 0.00 -0.01 -0.02 0.000
H -5.837 -1.059 -4.505 -0.02 -0.01 -0.03 0.000
H -6.415 0.172 -2.449 -0.02 0.00 0.00 0.000
H -4.721 0.469 -0.676 0.00 -0.02 -0.02 0.002
H -1.725 2.352 4.819 -0.02 0.02 0.01 0.010
H 0.183 2.193 6.405 0.00 0.00 0.01 0.000
H 2.205 0.899 5.720 0.01 0.00 0.00 0.003
H 2.251 -0.136 3.450 0.02 0.01 0.01 0.002
C 3.440 4.149 -2.467 -0.01 0.02 0.01 0.009
C 4.089 3.413 -1.307 -0.01 0.01 0.05 0.000
N 3.879 1.975 -1.420 -0.01 -0.14 0.09 0.085
C 3.133 1.226 -0.639 0.34 -0.09 -0.12 -0.028
S 2.380 1.737 0.776 -0.14 0.10 0.15 0.234
N 3.165 -0.124 -1.038 0.00 -0.06 0.12 0.539
N 2.253 -0.847 -0.464 0.02 0.04 0.00 -0.031
C 2.319 -2.162 -0.630 0.01 0.03 0.01 0.166
C 3.304 -2.842 -1.507 0.01 0.03 -0.03 0.000
C 1.349 -2.932 0.154 0.00 0.00 0.00 0.138
C 1.130 -4.286 -0.075 -0.03 0.05 0.09 0.080
C 0.208 -4.958 0.713 0.02 0.06 0.00 -0.024
C -0.453 -4.264 1.711 0.02 0.01 -0.01 0.066
C -0.176 -2.913 1.877 0.03 -0.01 -0.01 0.000
N 0.698 -2.262 1.123 -0.09 0.01 -0.03 0.113
H 3.644 5.215 -2.373 -0.01 0.04 -0.01 -0.001
H 2.364 3.989 -2.481 -0.01 -0.01 0.01 0.001
H 3.847 3.813 -3.420 0.03 -0.01 -0.03 0.000
H 3.675 3.726 -0.350 0.02 0.01 -0.07 0.001
H 5.167 3.582 -1.280 -0.03 0.02 0.01 0.003
H 4.245 1.508 -2.241 -0.05 0.01 0.02 -0.004
H 4.071 -2.152 -1.842 0.00 0.00 0.01 0.009
H 2.789 -3.233 -2.389 -0.01 0.00 -0.01 0.020
H 3.760 -3.686 -0.990 0.02 0.00 0.00 0.005
H 1.662 -4.801 -0.860 0.02 -0.02 -0.04 0.008
H 0.011 -6.007 0.547 -0.01 -0.03 0.00 0.000
H -1.175 -4.749 2.352 0.00 -0.01 0.00 0.002
H -0.676 -2.327 2.639 -0.01 0.00 0.00 0.005
F 1.358 1.017 -2.500 0.13 -0.17 -0.23 -0.002
B 0.141 1.711 -2.407 -0.12 -0.04 0.12 0.054
F -0.208 1.680 -0.988 -0.22 0.19 0.11 0.026
F -0.857 1.053 -3.096 -0.11 -0.09 -0.07 0.002
F 0.289 3.021 -2.787 0.02 0.21 -0.05 0.002
```
Forces are in eV/Å.

Computed properties:
- <S²>: 8.8263
- Max |F|: 0.42 eV/A
- 2S+1: 6
- Total charge: +1
- LUMO energy (alpha / beta): -3.58 / -5.39 eV
- Orbital gap (alpha / beta): 6.4 / 5.6 eV
- DFT total energy: -62989.673 eV
- HOMO (alpha / beta): -10.0 / -11.0 eV